Below is 2 unconnected molecules or ions with the total composition CHBrCl2 in a non-equilibrium geometry, with properties calculated with wB97M-V/def2-TZVPD.

```
5
Properties=species:S:1:pos:R:3:forces:R:3
C 0.995660 -0.113409 0.069198 -1.6 1.8 1.9
Cl -0.456469 0.287262 1.067943 1.4 -0.5 -1.1
Cl 0.982269 -1.561451 -0.726693 0.3 -0.1 -0.3
Br -3.194996 0.626127 -0.453959 0.2 0.0 0.1
H 1.673534 0.761471 0.043513 -0.3 -1.2 -0.5
```
Forces are in eV/Å.

The energy comes out at -3532.98949 Eh. Its energy above the lowest of the compared OMol25 structures with the same formula, charge and spin is 198.9 kJ/mol. The charge is 0. The HOMO energy (alpha / beta) is -0.398 / -0.321 hartree.

***

Below is 2 unconnected molecules or ions with the total composition C27H25FO5 in a non-equilibrium geometry, with properties calculated with wB97M-V/def2-TZVPD.

```
58
Properties=species:S:1:pos:R:3:forces:R:3
C 7.058458 -0.102258 0.545798 -0.9 -0.4 0.2
O 5.860257 -0.860635 0.829289 0.7 0.3 0.0
C 4.647266 -0.416911 0.397057 -0.8 0.4 -0.5
C 3.543799 -1.254786 0.694813 0.8 0.4 -0.1
C 2.275436 -0.921936 0.257240 0.1 0.2 -0.2
C 2.062987 0.249780 -0.471360 -0.4 0.1 -0.1
C 0.651689 0.631647 -0.916243 0.8 -0.1 -0.5
C -0.039784 1.459977 0.073492 -1.0 1.0 1.6
C 0.306011 2.859006 0.113544 -0.1 -0.9 -0.3
O 1.073154 3.391292 -0.669153 -0.3 0.4 0.1
O -0.273478 3.614071 1.115919 0.2 -0.1 0.4
C -0.557633 2.886727 2.315595 -0.6 0.1 -0.4
C 0.723662 2.426608 2.997247 0.2 0.0 0.2
C -1.371737 3.817615 3.218608 0.2 -0.3 -0.3
O -1.410629 1.765152 2.002643 0.2 0.1 0.5
C -0.867010 0.884529 1.089848 1.6 1.3 -1.1
O -1.082773 -0.309569 1.206469 -0.9 -1.1 0.0
C 3.135171 1.103827 -0.722417 -0.1 -0.1 -0.1
C 4.429543 0.780124 -0.326265 0.4 -0.8 0.6
H 7.853128 -0.697462 0.998899 0.0 0.2 -0.1
H 7.226280 -0.013270 -0.536488 -0.1 0.0 0.2
H 7.020820 0.891148 1.014090 0.0 -0.2 -0.2
H 3.721956 -2.163254 1.258964 0.0 0.1 0.0
H 1.417541 -1.553908 0.488159 0.2 0.1 0.0
H 0.736465 1.252633 -1.816291 0.0 -0.4 -0.1
H 0.062136 -0.267249 -1.116908 0.1 0.0 0.0
H 1.333957 1.779213 2.352814 -0.2 0.2 0.2
H 1.311335 3.309217 3.277159 -0.1 -0.2 -0.1
H 0.469895 1.882777 3.914486 0.0 0.0 -0.2
H -2.269820 4.148519 2.691830 0.1 0.0 0.0
H -1.660427 3.282091 4.126290 0.0 0.1 -0.1
H -0.763862 4.686194 3.485678 -0.1 -0.1 -0.1
H 2.941500 2.051682 -1.221274 0.1 -0.2 0.0
H 5.258693 1.447506 -0.575798 -0.3 -0.2 0.2
F -5.086640 -3.306983 3.175061 0.8 0.2 -1.4
C -4.340184 -3.044318 2.054697 -0.4 -0.2 0.7
C -3.223159 -3.836506 1.796327 -0.2 0.0 -0.1
C -2.457646 -3.524943 0.690364 0.5 0.4 -0.3
C -2.738559 -2.404846 -0.153519 -0.3 -0.1 0.8
C -1.827405 -2.141806 -1.213735 -0.5 -0.2 0.1
C -1.978995 -1.433599 -2.439004 0.2 0.4 -0.8
C -0.927189 -1.605280 -3.398415 -0.2 0.1 0.5
C -0.884684 -0.884589 -4.575745 0.0 -0.1 -0.3
C -1.876243 0.066400 -4.856327 0.1 -0.4 0.5
C -2.941620 0.225432 -3.958163 -0.2 -0.2 0.0
C -3.048778 -0.562327 -2.812849 0.5 0.0 0.0
C -3.881604 -1.626595 0.173942 -0.1 -0.4 0.1
C -4.712599 -1.980841 1.234184 0.3 0.1 -0.3
H -2.979546 -4.677503 2.443619 -0.1 0.3 -0.1
H -1.580165 -4.131867 0.451456 -0.3 0.2 0.2
H -0.876229 -2.670016 -1.109204 -0.2 0.0 -0.2
H -0.157184 -2.349049 -3.178210 -0.1 0.4 0.0
H -0.085143 -1.079232 -5.295070 -0.3 0.2 0.3
H -1.835747 0.640671 -5.783618 0.0 -0.1 0.4
H -3.722350 0.955202 -4.187852 0.2 -0.4 0.1
H -3.955296 -0.522161 -2.215338 0.3 0.2 -0.2
H -4.078836 -0.710337 -0.372886 -0.1 -0.2 0.2
H -5.628183 -1.435002 1.436551 0.3 0.1 0.1
```
Forces are in eV/Å.

The energy comes out at -1519.83925 Eh. Its energy above the lowest of the compared OMol25 structures with the same formula, charge and spin is 4.4 kJ/mol. The charge is 0. The HOMO energy is -0.232 hartree.

***

Below is a molecular structure, C33H21HgN6O7Se, with properties calculated with wB97M-V/def2-TZVPD.

```
69
Properties=species:S:1:pos:R:3:forces:R:3
Hg 0.343786 -0.631559 0.096327 -0.7 0.5 -0.4
O 3.946606 -2.067492 2.131802 0.0 0.0 0.0
C 3.012511 -1.543074 1.515661 0.2 0.2 -0.1
O 1.856132 -1.989689 1.311755 -0.1 -0.1 0.0
C 3.292216 -0.112094 0.984436 -0.2 -0.2 0.2
C 4.573482 0.416508 1.035936 0.1 -0.1 0.0
C 4.768441 1.733865 0.665238 -0.1 -0.1 0.0
C 3.664226 2.505933 0.342113 0.0 0.0 -0.1
C 2.405460 1.924062 0.340989 0.0 -0.1 0.0
N 2.243006 0.620071 0.608018 0.4 0.3 0.0
C 1.160403 2.796159 0.118855 -0.6 -0.2 0.0
O 1.329992 3.893763 -0.419864 0.3 0.3 -0.1
O 0.079203 2.303076 0.541170 0.1 -0.2 0.1
H 5.372302 -0.230248 1.368583 0.0 0.0 0.0
H 5.767250 2.155241 0.650806 0.0 0.0 0.0
H 3.741846 3.553859 0.088797 -0.1 0.0 0.0
C -0.854133 0.111057 -5.209386 0.0 0.0 -0.2
C -0.666739 -0.493733 -3.949524 -0.1 0.1 0.1
N -1.284284 -0.083813 -2.875196 0.2 -0.2 0.0
C -2.136108 0.957021 -2.943280 -0.4 0.4 0.0
C -2.427171 1.612256 -4.179141 0.3 -0.5 0.2
C -1.741764 1.143476 -5.320862 -0.1 0.1 0.1
C -3.359686 2.663804 -4.204746 -0.3 0.4 0.1
C -3.937950 3.098350 -3.047187 0.2 -0.1 -0.4
C -3.654672 2.500860 -1.792973 0.1 -0.4 0.4
C -4.266764 2.958938 -0.598649 -0.1 0.2 -0.2
C -4.000159 2.291249 0.597687 0.1 -0.3 0.1
C -3.191729 1.195266 0.605969 -0.2 0.2 0.2
N -2.584726 0.731322 -0.538749 0.1 -0.1 -0.1
C -2.777290 1.393010 -1.738726 0.0 0.2 -0.5
H -0.307247 -0.251199 -6.069974 0.0 0.0 0.0
H -0.003573 -1.341518 -3.820509 0.1 0.0 0.0
H -1.928655 1.619182 -6.278228 0.0 0.0 0.0
H -3.617168 3.123903 -5.152776 0.1 0.0 0.0
H -4.638518 3.925062 -3.063445 0.0 0.0 0.0
H -4.921546 3.819559 -0.627298 0.0 0.0 0.0
H -4.440444 2.618941 1.529417 0.0 0.0 0.0
H -2.990716 0.630585 1.503311 0.0 0.0 0.0
N -2.455789 -1.578509 -0.170275 0.0 -0.4 0.2
C -1.802798 -0.510412 -0.355653 0.3 -0.4 0.2
H -3.474989 -1.491093 -0.260896 0.1 0.3 -0.1
Se -0.649516 1.402309 3.040138 -0.2 -0.1 0.2
N -0.417371 -0.220620 2.416289 -0.2 -0.2 0.7
C -1.188414 -1.058977 3.104416 0.2 0.7 0.0
C -1.282989 -2.446012 2.839662 -0.2 -0.5 0.0
C -2.154028 -3.186271 3.584093 0.4 0.0 -0.5
C -2.940340 -2.593093 4.605321 -0.1 0.5 0.4
C -2.858591 -1.262051 4.898495 -0.3 -0.4 0.2
C -1.973928 -0.446722 4.148123 0.4 0.3 -0.3
N -1.789395 0.860624 4.298813 -0.1 0.1 0.1
H -0.673055 -2.868238 2.052030 0.0 0.0 0.0
H -2.253740 -4.246558 3.388886 0.0 0.0 0.0
H -3.612298 -3.220446 5.180057 0.0 0.0 0.0
H -3.451836 -0.822542 5.689968 0.0 0.0 0.0
O 4.673979 -3.433021 -2.867775 0.0 0.0 0.0
C 4.416322 -2.119141 -2.893905 0.0 0.1 0.0
C 5.381156 -1.238589 -3.390056 0.1 0.0 0.0
C 5.130292 0.122073 -3.431194 0.0 -0.1 0.1
C 3.907074 0.623872 -3.005304 -0.1 0.2 0.0
C 2.941077 -0.246909 -2.527532 0.1 0.0 -0.1
C 3.183352 -1.611861 -2.446567 -0.1 -0.1 0.1
C 2.106611 -2.562878 -1.958461 -0.2 0.2 -0.1
O 2.341304 -3.793112 -2.080453 0.1 -0.1 0.1
O 1.030409 -2.068392 -1.542562 0.4 -0.5 -0.7
H 3.796670 -3.833354 -2.526243 0.0 0.0 0.0
H 6.316773 -1.646955 -3.752165 0.0 0.0 0.1
H 5.895129 0.801485 -3.791068 0.0 0.0 -0.1
H 3.700631 1.685758 -3.051124 0.0 0.0 0.0
H 1.971571 0.127584 -2.221587 0.0 0.0 0.0
```
Forces are in eV/Å.

As for the spin multiplicity: 2. The energy comes out at -4680.32401 Eh. Its energy above the lowest of the compared OMol25 structures with the same formula, charge and spin is 82.0 kJ/mol. The charge is -2. The HOMO energy (alpha / beta) is -0.029 / -0.110 hartree.

***

Below is a molecular structure, C43H36N5O2RuSTe, with properties calculated with wB97M-V/def2-TZVPD.

```
89
Properties=species:S:1:pos:R:3:forces:R:3
Ru 0.680232 -0.109205 0.444501 0.1 0.4 -0.4
O -1.990874 1.438625 -2.481135 0.0 0.0 0.0
C -1.079303 0.736506 -2.055180 0.0 0.0 0.1
N -0.180694 1.094714 -1.094893 0.0 -0.3 0.1
C -0.226633 2.465154 -0.709167 0.0 0.2 0.1
C -0.372213 3.516442 -1.614083 0.0 0.0 0.0
C -0.390872 4.825284 -1.165104 0.0 0.0 -0.1
C -0.268812 5.108549 0.189067 0.0 0.0 0.0
C -0.103235 4.083847 1.103333 0.0 -0.1 0.0
C -0.071667 2.761490 0.654406 0.0 0.1 -0.2
N 0.178307 1.646665 1.455725 -0.1 -0.2 0.2
C -0.007936 1.604591 2.775439 0.0 0.0 0.0
O -0.488750 2.449397 3.525488 0.0 0.0 0.1
C 0.537139 0.316143 3.349788 0.0 0.1 0.0
C 0.531293 0.124121 4.720297 0.0 0.0 0.0
C 1.133156 -1.002180 5.249053 0.0 0.0 -0.1
C 1.731602 -1.896425 4.373059 0.0 0.0 0.0
C 1.676748 -1.652585 3.013727 0.0 -0.1 0.0
N 1.082524 -0.571427 2.497431 -0.1 0.1 0.0
C -0.884407 -0.614401 -2.706298 0.0 0.0 0.1
C -1.694736 -0.967042 -3.781409 0.0 0.0 0.1
C -1.453374 -2.170335 -4.417642 0.0 0.0 0.0
C -0.424609 -2.981014 -3.955846 0.0 0.0 0.0
C 0.307797 -2.556202 -2.859915 -0.1 0.0 0.0
N 0.083753 -1.394908 -2.251467 0.2 0.0 -0.2
H -0.490768 3.305820 -2.665883 0.0 0.0 0.0
H -0.508860 5.629378 -1.880251 0.0 0.0 0.0
H -0.296117 6.133789 0.535401 0.0 0.0 0.0
H -0.009620 4.286278 2.158492 0.0 0.0 0.0
H 0.056587 0.891748 5.315674 0.0 0.0 0.0
H 1.148207 -1.175384 6.316697 0.0 0.0 0.0
H 2.235552 -2.787284 4.720207 0.0 0.0 0.0
H 2.116905 -2.347757 2.313491 0.0 0.0 0.0
H -2.475581 -0.285745 -4.085512 0.0 0.0 0.0
H -2.056499 -2.475645 -5.263134 0.0 0.0 0.0
H -0.198504 -3.928550 -4.425704 0.0 0.0 0.0
H 1.097236 -3.174804 -2.443199 0.0 0.0 0.0
C -5.633591 2.467930 -0.468626 0.0 0.0 0.0
C -4.799879 2.270144 0.805508 0.0 0.1 0.0
C -5.679115 2.493076 2.043975 0.0 0.0 0.0
C -3.678147 3.309798 0.813380 0.0 0.0 0.0
C -4.254113 0.846595 0.817138 0.0 0.0 0.0
C -5.149748 -0.239886 0.821211 0.0 0.0 0.0
C -4.722844 -1.549898 0.785084 -0.1 0.0 0.0
C -3.354277 -1.788893 0.740291 0.0 0.0 0.0
S -2.505901 -3.296856 0.605484 0.0 0.0 0.0
C -1.011019 -2.437540 0.566874 -0.1 0.2 0.0
N -1.124219 -1.138258 0.665428 0.0 -0.2 0.0
C -2.448101 -0.728729 0.749824 -0.1 0.0 0.0
C -2.897398 0.590060 0.792675 0.0 0.0 0.0
C 0.301466 -3.009254 0.336617 0.2 -0.1 0.0
C 0.519124 -4.383390 0.296680 0.0 0.0 0.0
C 1.787678 -4.866572 0.018470 0.0 0.0 0.0
C 2.812584 -3.962701 -0.227578 0.0 0.0 0.0
C 2.578165 -2.589681 -0.180937 0.1 0.0 0.0
C 1.321386 -2.057856 0.101528 0.0 -0.1 0.1
H -6.016971 3.489925 -0.503487 0.0 0.0 0.0
H -6.487321 1.789369 -0.506475 0.0 0.0 0.0
H -5.019553 2.301280 -1.355174 0.0 0.0 0.0
H -6.087955 3.505375 2.029577 0.0 0.0 0.0
H -5.094235 2.375629 2.957814 0.0 0.0 0.0
H -6.517311 1.796055 2.082072 0.0 0.0 0.0
H -4.116758 4.309527 0.806884 0.0 0.0 0.0
H -3.036670 3.223477 -0.066829 0.0 0.0 0.0
H -3.053003 3.227889 1.705140 0.0 0.0 0.0
H -6.214120 -0.045038 0.837575 0.0 0.0 0.0
H -5.435536 -2.363860 0.778364 0.0 0.0 0.0
H -2.174389 1.390083 0.781289 0.0 0.0 0.0
H -0.293154 -5.076534 0.485825 0.0 0.0 0.0
H 1.974005 -5.931789 -0.009045 0.0 0.0 0.0
H 3.808747 -4.324851 -0.454053 0.0 0.0 0.0
H 3.419235 -1.935685 -0.367519 0.0 0.0 0.0
C 4.569183 0.155588 0.544745 0.1 0.0 -0.1
Te 2.865398 1.213901 -0.201658 0.0 -0.1 0.2
C 3.379997 0.385449 -2.097172 0.0 0.0 0.0
C 4.739001 -0.245421 -1.933837 0.0 -0.1 0.0
C 5.420391 -0.748296 -3.039908 0.0 0.0 0.0
C 6.644918 -1.375717 -2.891397 0.0 0.0 0.0
C 7.204654 -1.508343 -1.627165 0.0 0.0 0.0
C 6.535952 -1.007535 -0.523679 0.0 0.0 0.0
C 5.304980 -0.371447 -0.665479 0.0 0.0 0.0
H 4.240974 -0.651519 1.200774 0.0 0.0 0.0
H 5.187910 0.842297 1.119752 0.0 0.0 0.0
H 3.384734 1.173723 -2.847591 0.0 0.0 0.0
H 2.605969 -0.340335 -2.353246 0.0 0.0 0.0
H 4.979626 -0.645728 -4.024279 0.0 0.0 0.0
H 7.163651 -1.760520 -3.759378 0.0 0.0 0.0
H 8.161301 -1.998498 -1.504571 0.0 0.0 0.0
H 6.971290 -1.104174 0.463694 0.0 0.0 0.0
```
Forces are in eV/Å.

As for the spin multiplicity: 2. The energy comes out at -2845.66592 Eh. Its energy above the lowest of the compared OMol25 structures with the same formula, charge and spin is 19.1 kJ/mol. The charge is 0. The HOMO energy (alpha / beta) is -0.258 / -0.261 hartree.

***

Below is C25H28N2O4S in the gas phase in a non-equilibrium geometry, with properties calculated with wB97M-V/def2-TZVPD.

```
60
Properties=species:S:1:pos:R:3:forces:R:3
C 0.595813 1.813775 2.888253 -0.1 0.0 0.1
C 0.448811 1.531136 1.440016 -0.8 -0.1 -0.3
C -0.702992 1.369657 0.720574 1.0 0.2 0.9
C -2.110144 1.433533 1.164831 -0.1 0.0 -0.4
O -2.423534 1.627651 2.326376 0.1 0.0 0.2
N -2.999468 1.269341 0.164857 0.0 0.0 -0.3
H -2.658667 1.063857 -0.761077 0.1 0.0 0.1
C -4.436790 1.262723 0.377575 -0.1 0.2 0.2
C -4.957172 -0.143560 0.181816 -0.1 -0.1 0.0
C -4.606249 -1.106821 1.122191 -0.1 -0.1 0.0
C -5.018452 -2.417328 0.982557 0.1 0.0 0.1
C -5.790631 -2.778377 -0.109783 -0.1 0.0 -0.1
C -6.137824 -1.826922 -1.048999 0.0 -0.1 0.0
C -5.725516 -0.504499 -0.920885 0.0 0.0 0.1
C -6.144205 0.506146 -1.952329 0.1 0.1 -0.1
C -5.235114 1.729381 -1.957793 -0.3 0.0 0.1
C -5.118153 2.277780 -0.540465 0.2 -0.1 0.0
H -4.547440 3.208110 -0.529754 0.0 0.0 0.1
H -6.116742 2.488499 -0.153441 -0.1 0.0 0.0
H -5.643263 2.492290 -2.623157 0.1 0.0 0.0
H -4.247855 1.453735 -2.335679 0.1 0.0 -0.1
H -6.159206 0.037748 -2.939118 -0.1 0.0 0.0
H -7.168659 0.822625 -1.728811 0.0 0.0 -0.1
H -6.739033 -2.108043 -1.902403 -0.1 0.0 -0.1
H -6.120171 -3.799980 -0.228801 0.0 -0.1 0.0
H -4.742426 -3.154180 1.721906 0.0 -0.1 0.1
H -4.005818 -0.811703 1.970685 0.1 0.0 0.1
H -4.567443 1.556956 1.425746 0.0 -0.1 -0.2
O -0.445063 1.118703 -0.607809 -0.3 0.0 -0.3
C 0.894918 1.119763 -0.747495 0.9 0.1 0.5
C 1.619948 0.923730 -1.914860 -0.3 0.0 0.1
C 2.996446 0.972708 -1.812811 -0.1 0.0 -0.1
C 3.614210 1.208755 -0.586214 0.8 0.0 0.0
C 2.906139 1.414683 0.574289 -0.3 0.1 0.1
C 1.515529 1.371504 0.495575 -0.2 -0.2 -0.7
H 3.422594 1.621028 1.497200 0.0 0.0 0.2
S 5.409896 1.168388 -0.510348 0.1 -0.1 0.1
O 5.837031 1.987024 0.585288 -0.2 -0.1 0.2
O 5.922888 1.428661 -1.821743 -0.3 -0.2 -0.2
N 5.798522 -0.403345 -0.139905 0.0 1.0 -0.3
C 5.448150 -1.366657 -1.166005 0.1 -0.3 -0.7
C 5.653474 -2.779856 -0.636761 -0.2 0.2 0.0
C 4.682039 -3.064144 0.516805 0.0 0.0 0.0
C 4.394809 -1.789203 1.324880 0.1 0.0 0.0
C 5.579761 -0.832759 1.226295 -0.2 -0.1 0.7
H 5.431210 0.068382 1.821077 0.1 -0.2 0.2
H 6.487535 -1.327882 1.589233 -0.1 0.1 0.0
H 3.505234 -1.288804 0.935166 0.0 0.0 0.1
H 4.206120 -2.035118 2.370145 -0.1 0.1 0.0
H 3.743925 -3.458478 0.122714 0.0 -0.1 0.0
H 5.112616 -3.828312 1.165246 -0.1 -0.1 0.0
H 5.500354 -3.496017 -1.444430 0.1 0.0 0.0
H 6.684574 -2.874966 -0.296113 0.1 -0.1 0.0
H 4.399866 -1.245176 -1.478777 0.0 -0.1 0.0
H 6.085893 -1.163117 -2.028591 -0.2 -0.1 0.0
H 3.626180 0.857711 -2.680437 0.0 0.0 -0.2
H 1.124546 0.747092 -2.855738 0.0 0.0 -0.1
H 1.151369 1.010610 3.370844 0.1 0.0 0.1
H -0.384116 1.902412 3.346947 0.1 0.0 0.1
H 1.151774 2.739140 3.031437 0.1 0.1 0.1
```
Forces are in eV/Å.

The energy comes out at -1778.14908 Eh. The SMILES is Cc1c(C(=O)N[C@H]2CCCc3ccccc32)oc2ccc(S(=O)(=O)N3CCCCC3)cc12. Its energy above the lowest of the compared OMol25 structures with the same formula, charge and spin is 10.2 kJ/mol. The charge is 0. The HOMO energy is -0.327 hartree.